Model a:
{
  "formula": "C3H7INP",
  "method": "ωB97M-V/def2-TZVPD",
  "symbols": ["C", "C", "C", "N", "P", "I", "H", "H", "H", "H", "H", "H", "H"],
  "coordinates": [[-1.466, 0.249, 1.077], [-0.995, -0.052, -0.338], [0.528, 0.040, -0.619], [1.229, -1.130, -0.600], [2.729, -1.555, -0.426], [4.039, 0.456, 0.148], [-1.225, -0.464, 1.856], [-1.115, 1.331, 1.293], [-2.537, 0.385, 1.171], [-1.515, 0.753, -0.894], [-1.341, -1.034, -0.868], [0.579, 0.222, -1.670], [1.091, 0.797, -0.129]],
  "mulliken_charge": [-1.1207, -0.3556, -0.4825, -0.2152, 0.0915, -0.1249, 0.3219, 0.2482, 0.3535, 0.2697, 0.2676, 0.2621, 0.4844],
  "smiles": "CCC/N=P\\I",
  "homo_lumo_gap_ev": 8.99
}

Model b:
{
  "formula": "C3H7INP",
  "method": "ωB97M-V/def2-TZVPD",
  "symbols": ["C", "C", "C", "N", "P", "I", "H", "H", "H", "H", "H", "H", "H"],
  "coordinates": [[-0.510, -1.370, 0.176], [0.450, 1.661, -0.395], [-1.487, -0.591, -0.643], [0.217, -0.532, 1.256], [1.200, 0.732, 0.953], [-3.215, 0.170, 0.141], [-0.910, -2.203, 0.649], [0.258, -1.536, -0.698], [1.036, 1.868, -1.280], [-0.430, 2.202, -0.254], [-0.982, -0.030, -1.408], [0.109, -0.886, 2.261], [2.244, 0.355, 0.121]],
  "mulliken_charge": [-0.6096, -0.9040, -0.7069, -0.1867, 0.0147, 0.0733, 0.4622, 0.2566, 0.3651, 0.4586, 0.5299, 0.2676, -0.0208],
  "homo_lumo_gap_ev": [8.02, 7.31]
}

Quick look at relative energies in hartree: model a 0.0000; model b 0.1384.

Model a:
{
  "formula": "C3H11N2OS",
  "method": "ωB97M-V/def2-TZVPD",
  "symbols": ["C", "C", "S", "N", "C", "N", "H", "H", "H", "H", "H", "H", "H", "H", "H", "H", "H", "O"],
  "coordinates": [[-0.804, 1.291, 1.045], [-0.626, 2.018, -0.321], [0.787, 1.260, -1.168], [-0.843, -0.176, 0.987], [0.295, -0.804, 1.675], [-0.034, -2.300, 1.770], [-1.776, 1.602, 1.512], [-0.051, 1.648, 1.751], [-1.522, 1.840, -0.903], [-0.531, 3.104, -0.214], [-0.761, -0.410, -0.002], [1.348, -0.779, 1.397], [0.131, -0.487, 2.703], [-0.475, -2.517, 0.877], [-0.862, -2.244, 2.361], [0.425, -1.079, -2.373], [1.277, -2.444, -2.781], [0.446, -2.041, -2.574]],
  "mulliken_charge": [-0.5950, -0.7155, -0.6585, -0.3733, -0.3668, -0.7744, 0.2702, 0.2573, 0.2246, 0.3456, 0.2051, 0.2385, 0.4622, 0.2837, 0.2827, 0.3067, 0.2829, -0.6760],
  "charge": -1,
  "homo_lumo_gap_ev": 6.79
}

Model b:
{
  "formula": "C3H11N2OS",
  "method": "ωB97M-V/def2-TZVPD",
  "symbols": ["N", "C", "C", "S", "C", "N", "H", "H", "H", "H", "H", "H", "H", "H", "H", "H", "H", "O"],
  "coordinates": [[-1.660, 0.902, -1.190], [-0.143, 0.309, -0.271], [0.424, -0.773, -1.161], [2.063, -1.543, -0.624], [-0.628, -0.353, 1.006], [-2.091, -0.519, 1.055], [-1.883, 0.160, -1.800], [-0.952, 1.223, -0.288], [0.667, 1.183, -0.106], [-0.212, -1.812, -1.258], [0.629, -0.497, -2.255], [-0.192, -1.350, 1.052], [-0.279, 0.188, 1.851], [-2.139, -0.224, -0.052], [-2.445, 0.416, 1.378], [3.602, 1.385, 0.880], [2.473, 0.263, 0.570], [2.765, 1.043, 1.213]],
  "mulliken_charge": [-0.9876, 0.1016, -0.9793, -0.5819, -0.6624, -0.8487, 0.3242, 0.3790, 0.4203, 0.2139, 0.3027, 0.3113, 0.2915, 0.5630, 0.3171, 0.2714, 0.2211, -0.6572],
  "charge": -1,
  "homo_lumo_gap_ev": 7.11
}

Quick look at relative energies in hartree: model a 0.0000; model b 0.1881.

Model a:
{
  "formula": "C2H3N",
  "method": "ωB97M-V/def2-TZVPD",
  "symbols": ["C", "C", "N", "H", "H", "H"],
  "coordinates": [[0.055, -1.080, 1.334], [-0.025, 0.527, -0.808], [0.039, -1.584, 2.347], [-1.038, 0.680, -0.505], [0.365, -0.064, -1.563], [0.604, 1.520, -0.805]],
  "mulliken_charge": [-0.1029, -0.5334, -0.2632, 0.3361, 0.3139, 0.2495],
  "homo_lumo_gap_ev": [9.37, 7.86]
}

Model b:
{
  "formula": "C2H3N",
  "method": "ωB97M-V/def2-TZVPD",
  "symbols": ["C", "C", "N", "H", "H", "H"],
  "coordinates": [[0.172, -0.467, 0.434], [-0.316, 0.461, -0.539], [0.324, -0.964, -0.688], [0.901, -0.850, 2.393], [-1.377, 0.525, -0.748], [0.297, 1.296, -0.851]],
  "mulliken_charge": [-0.1678, -0.1555, -0.2703, 0.1678, 0.2156, 0.2102],
  "homo_lumo_gap_ev": [8.83, 9.21]
}

Quick look at relative energies in hartree: model a 0.0000; model b 0.0398.

Model a:
{
  "formula": "C2H3N",
  "method": "ωB97M-V/def2-TZVPD",
  "symbols": ["C", "C", "N", "H", "H", "H"],
  "coordinates": [[0.360, 0.198, -0.310], [-0.628, -0.406, 0.609], [-1.380, -0.885, 1.325], [-0.190, 0.502, -1.203], [1.121, -0.528, -0.564], [0.718, 1.119, 0.144]],
  "mulliken_charge": [-0.6817, 0.2534, -0.3304, 0.2483, 0.2577, 0.2527],
  "smiles": "CC#N",
  "homo_lumo_gap_ev": 12.64
}

Model b:
{
  "formula": "C2H3N",
  "method": "ωB97M-V/def2-TZVPD",
  "symbols": ["C", "C", "N", "H", "H", "H"],
  "coordinates": [[-0.166, -0.391, -0.299], [0.092, 0.741, 0.635], [0.503, 1.622, 1.265], [0.456, -0.076, -1.215], [0.318, -1.285, 0.174], [-1.204, -0.611, -0.560]],
  "mulliken_charge": [-0.6440, 0.2811, -0.3627, 0.2198, 0.2293, 0.2765],
  "smiles": "CC#N",
  "homo_lumo_gap_ev": 12.48
}

Quick look at relative energies in hartree: model a 0.0000; model b 0.0063.

Model a:
{
  "formula": "C4H12NO2",
  "method": "ωB97M-V/def2-TZVPD",
  "symbols": ["C", "N", "C", "C", "C", "O", "H", "H", "H", "H", "H", "H", "H", "H", "H", "H", "H", "H", "O"],
  "coordinates": [[1.395, 0.543, -1.566], [0.381, 1.430, -1.021], [-0.944, 0.792, -0.880], [-1.413, 0.565, 0.544], [-1.257, -1.053, 0.803], [0.015, -1.439, 0.661], [1.484, 0.676, -2.651], [1.329, -0.486, -1.196], [2.381, 0.900, -1.211], [0.658, 1.693, -0.094], [-0.945, -0.163, -1.417], [-1.682, 1.327, -1.504], [-0.801, 0.915, 1.380], [-2.431, 0.861, 0.801], [-1.623, -1.272, 1.831], [-2.003, -1.490, 0.095], [1.128, -1.397, 2.140], [2.237, -1.171, 1.159], [2.092, -1.232, 2.125]],
  "mulliken_charge": [-0.7858, -0.4732, -0.6455, -0.5416, -0.8520, -0.8934, 0.2608, 0.2455, 0.3161, 0.3275, 0.3199, 0.3686, 0.3044, 0.3130, 0.3453, 0.3560, 0.4130, 0.3142, -0.6928],
  "charge": -1,
  "homo_lumo_gap_ev": 7.26
}

Model b:
{
  "formula": "C4H12NO2",
  "method": "ωB97M-V/def2-TZVPD",
  "symbols": ["C", "N", "C", "O", "C", "C", "H", "H", "H", "H", "H", "H", "H", "H", "H", "H", "H", "H", "O"],
  "coordinates": [[0.111, -0.151, 0.521], [-0.072, 0.345, -0.840], [-0.544, 1.768, -0.822], [-1.759, 1.990, -0.309], [1.579, -0.452, 0.819], [2.013, -1.742, 0.096], [-0.429, -1.077, 0.772], [-0.365, 0.563, 1.198], [-0.724, -0.224, -1.354], [-0.392, 2.066, -1.894], [0.239, 2.350, -0.280], [2.204, 0.386, 0.506], [1.680, -0.543, 1.906], [1.234, -2.489, 0.213], [3.032, -2.011, 0.377], [2.099, -1.491, -0.965], [-2.724, 0.611, -0.370], [-3.917, 0.278, 0.475], [-3.266, -0.176, -0.048]],
  "mulliken_charge": [-0.6787, -0.3874, -0.5972, -0.9093, -0.3867, -1.1348, 0.3718, 0.3864, 0.2545, 0.3178, 0.3202, 0.2306, 0.3373, 0.3197, 0.3524, 0.2762, 0.3771, 0.2605, -0.7106],
  "charge": -1,
  "homo_lumo_gap_ev": 7.11
}

Model c:
{
  "formula": "C4H12NO2",
  "method": "ωB97M-V/def2-TZVPD",
  "symbols": ["C", "N", "C", "O", "C", "C", "H", "H", "H", "H", "H", "H", "H", "H", "H", "H", "H", "H", "O"],
  "coordinates": [[1.139, -0.959, 0.292], [0.061, -1.461, -1.201], [-0.082, -0.195, -1.830], [-1.140, 0.588, -1.248], [0.155, -1.010, 1.465], [-0.974, -0.012, 1.470], [1.311, 0.104, 0.043], [2.060, -1.519, 0.452], [0.767, -1.884, -0.395], [-0.422, -0.434, -2.823], [0.844, 0.360, -1.809], [-0.315, -2.067, 1.545], [0.684, -0.815, 2.457], [-1.460, -0.277, 0.463], [-0.725, 1.141, 1.290], [-1.716, -0.281, 2.329], [-0.764, 1.308, -0.668], [1.521, 2.907, 1.062], [0.684, 2.505, 0.758]],
  "mulliken_charge": [-0.5425, -0.5580, -0.3955, -0.6052, -0.0787, -0.8967, 0.2688, 0.3867, 0.1634, 0.2417, 0.4271, 0.2263, 0.2865, 0.3785, 0.0546, 0.2854, 0.3038, 0.0886, -1.0350],
  "charge": -1,
  "homo_lumo_gap_ev": 7.22
}

Model d:
{
  "formula": "C4H12NO2",
  "method": "ωB97M-V/def2-TZVPD",
  "symbols": ["C", "N", "C", "C", "C", "O", "H", "H", "H", "H", "H", "H", "H", "H", "H", "H", "H", "H", "O"],
  "coordinates": [[2.050, 1.355, -1.017], [2.499, 0.171, -0.602], [1.390, -0.749, -0.315], [0.582, -0.385, 0.951], [-0.825, -1.050, 0.984], [-1.559, -0.736, -0.115], [2.120, 2.135, -0.252], [2.388, 1.693, -2.010], [0.800, 1.040, -1.248], [0.710, -0.812, -1.181], [0.004, 1.258, -1.274], [1.839, -1.732, -0.125], [0.443, 0.701, 0.862], [1.271, -0.558, 1.785], [-1.303, -0.596, 1.877], [-0.474, -2.099, 1.104], [-2.435, 0.251, 0.017], [-3.394, 1.211, 0.998], [-3.215, 1.041, 0.070]],
  "mulliken_charge": [-0.2056, -0.4790, -0.9151, -0.4045, -0.5245, -0.7905, 0.2631, 0.2844, -0.4703, 0.4313, 0.4383, 0.3883, 0.3648, 0.2799, 0.2187, 0.3082, 0.4359, 0.2134, -0.8367],
  "charge": -1,
  "homo_lumo_gap_ev": 6.54
}

Quick look at relative energies in hartree: model a 0.0303; model b 0.0000; model c 0.2021; model d 0.1954.

Model a:
{
  "formula": "C4H12NO2",
  "method": "ωB97M-V/def2-TZVPD",
  "symbols": ["C", "O", "C", "C", "C", "N", "H", "H", "H", "H", "H", "H", "H", "H", "H", "H", "H", "H", "O"],
  "coordinates": [[-1.104, -1.402, -1.126], [-1.701, -0.880, -2.191], [-0.242, -0.318, -0.290], [0.246, -0.901, 0.984], [1.218, 0.017, 1.786], [-1.103, 0.880, -0.165], [-0.356, -2.177, -1.404], [-1.862, -1.697, -0.336], [0.559, -0.095, -0.997], [0.844, -1.782, 0.708], [-0.551, -1.248, 1.639], [0.584, 0.715, 2.352], [1.894, -0.463, 2.487], [1.717, 0.705, 1.101], [-1.984, 0.626, 0.235], [-1.257, 1.094, -1.152], [1.095, 2.229, -1.985], [0.766, 2.049, -0.513], [1.237, 2.649, -1.132]],
  "mulliken_charge": [-0.7955, -0.8862, 0.1825, -0.7595, -1.1301, -0.7060, 0.2709, 0.2019, 0.4593, 0.3172, 0.3304, 0.2828, 0.3683, 0.2728, 0.2973, 0.2978, 0.3333, 0.4026, -0.7398],
  "charge": -1,
  "homo_lumo_gap_ev": 6.58
}

Model b:
{
  "formula": "C4H12NO2",
  "method": "ωB97M-V/def2-TZVPD",
  "symbols": ["C", "N", "C", "C", "C", "O", "H", "H", "H", "H", "H", "H", "H", "H", "H", "H", "H", "H", "O"],
  "coordinates": [[0.160, 2.502, -1.237], [0.556, 1.218, -0.527], [1.007, 0.178, -1.535], [-0.291, 0.675, 0.521], [0.083, -0.860, 0.706], [-0.893, -1.354, 1.524], [0.154, 3.298, -0.474], [-0.939, 2.432, -1.787], [0.840, 2.788, -2.174], [0.236, -0.612, -1.807], [1.955, -0.277, -1.282], [1.108, 0.802, -2.484], [-0.223, 1.376, 1.352], [-1.327, 0.684, 0.093], [1.112, -1.089, 1.161], [0.334, -1.514, -0.154], [-0.991, -3.626, 3.368], [-1.433, -2.850, 2.194], [-1.448, -3.772, 2.544]],
  "mulliken_charge": [-0.8154, -0.0249, -0.9814, -0.4378, -0.4109, -0.9286, 0.2956, 0.2475, 0.2624, 0.3267, 0.2413, 0.3369, 0.2392, 0.2375, 0.1711, 0.1928, 0.2593, 0.4703, -0.6817],
  "charge": -1,
  "homo_lumo_gap_ev": 6.37
}

Model c:
{
  "formula": "C4H12NO2",
  "method": "ωB97M-V/def2-TZVPD",
  "symbols": ["C", "N", "C", "C", "C", "O", "H", "H", "H", "H", "H", "H", "H", "H", "H", "H", "H", "H", "O"],
  "coordinates": [[-0.218, 1.543, -1.777], [1.051, 0.720, -1.601], [1.570, 0.897, -0.216], [1.128, -0.031, 0.990], [-0.286, 0.229, 1.513], [-0.923, -1.049, 1.626], [-0.883, 1.474, -0.917], [-0.732, 1.056, -2.606], [0.007, 2.576, -2.011], [0.824, -0.207, -1.933], [1.210, 1.866, 0.139], [2.648, 0.882, -0.304], [0.992, -1.098, 0.770], [1.913, -0.009, 1.766], [-0.263, 0.727, 2.489], [-0.916, 0.726, 0.770], [-1.431, -1.409, 0.537], [-1.258, -2.371, -0.864], [-1.970, -2.045, -0.311]],
  "mulliken_charge": [-0.7368, -0.4079, -0.8345, -0.2890, -0.2498, -0.7890, 0.2478, 0.3531, 0.2614, 0.2836, 0.3430, 0.3430, 0.2873, 0.2938, 0.2708, -0.0505, 0.3372, 0.2010, -0.8646],
  "charge": -1,
  "homo_lumo_gap_ev": 7.65
}

Quick look at relative energies in hartree: model a 0.0000; model b 0.0680; model c 0.0248.

Model a:
{
  "formula": "C3H10NO2S2",
  "method": "ωB97M-V/def2-TZVPD",
  "symbols": ["N", "C", "C", "O", "C", "S", "S", "H", "H", "H", "H", "H", "H", "H", "H", "H", "H", "O"],
  "coordinates": [[-1.254, -0.355, 0.861], [-0.705, 0.637, -0.083], [0.796, 0.360, -0.215], [1.055, -1.109, -0.519], [-1.494, 0.705, -1.409], [-1.585, 2.425, -2.069], [1.519, 1.342, -1.465], [1.788, -1.034, -1.169], [-2.070, -0.032, 1.333], [-0.541, -1.220, 0.944], [-0.828, 1.678, 0.358], [1.239, 0.687, 0.754], [-2.620, 0.383, -1.224], [-1.123, 0.098, -2.254], [-0.131, 2.497, -2.376], [2.059, -2.674, 3.584], [2.277, -1.997, 2.183], [1.617, -2.391, 2.766]],
  "mulliken_charge": [-0.4939, 0.2271, 0.1434, -0.4565, -1.0908, 0.0708, 0.0765, 0.3512, 0.2449, 0.3095, 0.3612, 0.3501, 0.4119, 0.3354, 0.1507, 0.3227, 0.3014, -0.6156],
  "charge": 1,
  "homo_lumo_gap_ev": 4.64
}

Model b:
{
  "formula": "C3H10NO2S2",
  "method": "ωB97M-V/def2-TZVPD",
  "symbols": ["N", "C", "C", "O", "C", "S", "S", "H", "H", "H", "H", "H", "H", "H", "H", "H", "H", "O"],
  "coordinates": [[-0.359, 1.479, -1.607], [-0.396, 0.362, -0.594], [-0.885, 1.005, 0.697], [-1.104, 2.180, 0.745], [0.970, -0.283, -0.410], [0.815, -1.909, 0.356], [1.567, -1.666, 2.231], [-1.317, 1.678, -1.962], [-0.043, 2.329, -1.113], [0.273, 1.303, -2.387], [-1.132, -0.357, -0.968], [-0.976, 0.337, 1.561], [1.501, -0.331, -1.357], [1.619, 0.380, 0.167], [2.869, -1.867, 1.977], [-3.489, 1.895, -3.431], [-2.388, 3.043, -3.288], [-2.702, 2.195, -2.967]],
  "mulliken_charge": [-0.3070, -0.0253, 0.1151, -0.4407, -1.0002, -0.0259, -0.1601, 0.3578, 0.3924, 0.3240, 0.4107, 0.3597, 0.3900, 0.4649, 0.1902, 0.3113, 0.3089, -0.6659],
  "charge": 1,
  "homo_lumo_gap_ev": 9.59
}

Quick look at relative energies in hartree: model a 0.2101; model b 0.0000.